# 1
39
Properties=species:S:1:pos:R:3:forces:R:3 method="wB97M-V/def2-TZVPD" homo_lumo_gap_ev=9.1 smiles="CNC(=O)[C@H](CO)NC(C)=O.O=C1C=C(C(=O)O)CC(=O)N1" max_force_ev_per_a=3.7
C -4.222 0.462 -3.177 0.2 -0.2 0.4
N -4.235 0.092 -1.761 -0.4 0.1 -1.3
C -3.302 0.336 -0.835 0.2 0.0 1.8
O -3.500 -0.022 0.323 0.5 0.3 -0.4
C -2.003 1.080 -1.207 0.3 0.2 0.0
C -1.026 0.132 -1.923 0.0 -0.4 0.4
O -0.762 -1.027 -1.160 -0.3 0.2 -0.3
N -1.361 1.614 0.003 -1.4 -0.8 -0.4
C -0.516 2.632 0.132 0.5 0.3 -0.5
C -0.271 3.561 -1.038 -0.1 -0.1 0.3
O 0.081 2.808 1.188 0.4 0.3 0.7
H -3.492 -0.141 -3.719 -0.1 0.1 -0.1
H -3.988 1.521 -3.296 0.0 0.0 -0.1
H -5.207 0.276 -3.609 0.1 0.0 0.2
H -5.039 -0.412 -1.415 0.2 0.0 0.1
H -2.255 1.899 -1.876 0.0 0.2 -0.1
H -1.447 -0.171 -2.881 0.0 -0.2 0.0
H -0.088 0.654 -2.115 0.0 0.3 -0.1
H -0.466 -0.761 -0.271 0.0 -0.1 -0.2
H -1.509 1.066 0.843 0.0 -0.1 -0.1
H -1.212 4.017 -1.339 0.0 0.0 -0.2
H 0.159 3.005 -1.867 -0.1 0.0 -0.2
H 0.422 4.342 -0.728 -0.1 -0.1 0.0
O 2.352 -4.851 1.750 -0.4 0.1 0.0
C 2.744 -3.704 1.863 -0.4 -2.2 -0.2
C 1.822 -2.586 1.822 0.3 3.7 0.2
C 2.261 -1.275 1.966 0.8 -2.8 0.4
C 1.321 -0.147 1.890 -0.8 0.9 -0.6
O 0.244 -0.338 1.349 0.2 0.5 0.6
O 1.736 1.062 2.335 0.0 -2.0 -0.3
C 3.738 -0.997 2.196 -1.0 -0.8 -0.2
C 4.610 -2.246 2.108 2.1 0.5 0.1
O 5.822 -2.156 2.135 -0.2 0.5 0.0
N 4.083 -3.501 2.015 -0.8 1.2 0.0
H 0.775 -2.823 1.659 0.2 0.0 0.1
H 1.050 1.720 2.064 -0.3 0.3 -0.2
H 4.096 -0.280 1.452 0.1 -0.1 0.2
H 3.874 -0.551 3.185 0.1 0.0 -0.1
H 4.710 -4.291 1.937 0.0 0.1 0.1

***

# 2
17
Properties=species:S:1:pos:R:3:forces:R:3 method="wB97M-V/def2-TZVPD" s2=2.016 homo_lumo_gap_ev="5.0 / 5.0" spin_multiplicity=3 max_force_ev_per_a=6.5 e_above_lowest_ev=2.266
C 1.019 0.911 -1.252 0.9 -1.9 2.1
C -0.090 0.588 -1.933 -5.2 -0.9 -3.9
C 1.456 0.315 -0.041 -0.7 2.1 0.6
C -1.218 -0.386 -1.444 2.0 4.1 -1.9
C -0.276 0.348 1.293 0.7 -0.7 -0.7
C -0.236 -1.057 1.938 -2.2 0.5 -1.0
Se -1.859 0.747 0.201 0.2 -0.3 0.1
H 1.727 1.582 -1.593 0.9 1.7 -1.0
H -0.464 1.213 -2.920 1.2 -1.6 2.8
H 1.528 -0.666 0.352 -0.1 -1.0 -0.5
H 2.171 1.005 0.389 0.4 -0.3 0.5
H -1.952 -0.416 -2.263 -0.1 -0.3 0.9
H -0.953 -1.270 -0.966 0.4 -1.6 0.5
H -0.164 1.227 1.925 0.1 -0.3 0.3
H -0.317 -1.898 1.114 0.1 1.5 1.8
H -1.051 -1.101 2.718 0.6 -0.7 -0.9
H 0.679 -1.143 2.483 0.8 -0.2 0.2

***

# 3
11
Properties=species:S:1:pos:R:3:forces:R:3 method="wB97M-V/def2-TZVPD" s2=2.011 homo_lumo_gap_ev="7.8 / 7.7" spin_multiplicity=3 max_force_ev_per_a=7.1 e_above_lowest_ev=4.749
C -0.771 1.182 -0.645 -1.7 0.8 1.2
C 0.687 -0.546 0.532 -4.1 -4.4 -0.3
N 0.172 -1.125 -0.588 0.5 -1.1 -2.3
N 1.555 0.256 0.869 6.7 2.1 0.8
O -1.407 1.225 0.391 1.8 -0.1 -3.3
F -1.027 -1.646 -0.051 -0.6 -0.8 -1.3
F 1.178 1.119 1.955 -1.1 2.5 0.4
F -1.282 0.818 -1.848 -0.6 0.2 0.8
H 0.264 1.455 -0.909 -0.2 0.2 0.8
H -0.082 -0.759 1.230 0.3 -0.9 2.5
H 0.712 -1.979 -0.936 -1.0 1.5 0.7

***

# 4
115
Properties=species:S:1:pos:R:3:forces:R:3 method="wB97M-V/def2-TZVPD" homo_lumo_gap_ev=10.0 smiles="C[C@H]1COC(=O)O1.C[C@H]1COC(=O)O1.C[C@H]1COC(=O)O1.C[C@H]1COC(=O)O1.C[C@H]1COC(=O)O1.C[C@H]1COC(=O)O1.C[C@H]1COC(=O)O1.ClCCCl.ClCCCl.ClCCCl" max_force_ev_per_a=8.1 e_above_lowest_ev=6.586
C -5.371 3.995 -2.592 1.1 -0.1 0.3
C -5.821 4.924 -3.675 -0.8 -1.1 -0.5
C -5.571 4.496 -5.139 1.3 1.1 1.1
O -6.757 4.935 -5.796 0.3 -0.3 -0.6
C -7.765 4.807 -4.906 -2.6 -1.2 -0.7
O -8.947 4.615 -5.182 3.1 1.0 0.7
O -7.249 4.780 -3.679 -1.2 0.7 0.9
H -4.305 3.777 -2.661 0.1 -0.2 -0.4
H -5.940 3.068 -2.659 0.1 0.1 0.2
H -5.427 4.469 -1.612 -0.6 -0.1 0.0
H -5.549 5.952 -3.437 -0.1 0.1 -0.4
H -5.375 3.428 -5.239 -0.5 -0.1 0.0
H -4.673 5.022 -5.463 -0.3 0.1 -0.7
C 2.023 -7.564 -4.844 0.2 1.5 1.0
C 2.182 -6.065 -5.292 -0.8 -1.1 -0.5
C 3.681 -5.659 -5.535 -1.8 0.0 2.3
O 3.652 -5.273 -6.831 2.5 1.2 -2.5
C 2.480 -5.284 -7.441 -0.8 -1.8 1.2
O 2.269 -5.004 -8.559 -0.2 0.8 -1.2
O 1.583 -5.830 -6.591 -0.2 -0.2 0.0
H 1.944 -8.297 -5.647 0.2 0.3 0.0
H 1.238 -7.704 -4.102 -0.7 0.1 -0.6
H 2.866 -7.725 -4.171 0.5 -0.5 -0.5
H 1.547 -5.396 -4.712 0.8 -0.1 0.9
H 4.357 -6.483 -5.307 0.0 -0.1 -0.5
H 3.976 -4.798 -4.935 0.0 -0.1 0.3
C -0.378 7.169 2.595 -0.8 -0.1 0.5
C -0.035 7.030 1.120 0.0 1.9 0.0
C 0.696 8.249 0.438 0.1 -0.6 1.4
O 1.868 7.679 -0.138 0.1 -1.2 0.3
C 1.994 6.362 0.303 2.7 0.1 -1.9
O 2.959 5.648 0.063 -2.3 1.8 0.6
O 0.922 6.010 0.964 -1.0 -1.5 0.5
H -0.635 6.224 3.073 0.4 -0.5 -0.4
H -1.333 7.672 2.748 0.1 0.6 -0.3
H 0.362 7.633 3.246 0.2 0.1 -0.4
H -0.965 6.941 0.558 0.1 -1.2 -0.1
H 1.006 8.889 1.264 0.0 0.6 -0.4
H 0.103 8.759 -0.321 0.2 0.0 0.1
C 4.043 1.575 6.723 0.6 -1.2 0.8
C 4.519 0.197 7.251 0.3 0.2 2.3
C 5.992 0.248 7.809 0.4 -0.5 -0.7
O 5.952 -0.047 9.211 0.3 -0.5 -0.4
C 4.688 -0.245 9.586 -0.9 2.4 0.4
O 4.264 -0.184 10.701 0.6 -1.1 0.2
O 3.873 -0.157 8.536 -1.2 0.0 -1.6
H 4.357 2.268 7.503 -0.2 0.4 -0.2
H 2.969 1.642 6.551 0.1 -0.2 0.0
H 4.593 1.772 5.803 -0.1 0.2 0.0
H 4.278 -0.665 6.629 0.4 0.3 -0.3
H 6.499 1.211 7.754 -0.3 0.1 -0.4
H 6.611 -0.508 7.325 0.1 0.1 0.0
C -8.232 3.860 6.674 -0.1 0.4 1.0
C -6.901 3.189 6.830 0.1 -1.0 -1.0
C -6.901 1.580 6.832 0.4 3.5 0.8
O -5.919 1.341 5.855 0.8 -2.3 0.0
C -5.402 2.386 5.170 -2.2 -0.1 -0.1
O -4.656 2.228 4.229 -1.3 1.4 2.2
O -6.133 3.493 5.667 2.3 -0.3 -2.0
H -8.898 3.310 6.010 0.0 0.3 0.0
H -8.104 4.908 6.403 0.1 -0.1 -0.6
H -8.653 3.963 7.674 -0.4 -0.4 0.0
H -6.324 3.603 7.657 -0.2 -0.2 0.3
H -7.882 1.144 6.644 0.3 -0.1 -0.5
H -6.588 1.379 7.857 0.3 -0.9 -0.3
C 9.385 1.040 0.197 0.6 -0.6 -0.1
C 9.521 0.050 -0.976 -0.6 -0.1 -0.3
C 8.640 0.395 -2.140 -2.3 1.6 1.5
O 9.452 0.410 -3.258 -0.8 -0.2 -0.9
C 10.700 0.308 -2.835 3.1 0.9 -2.6
O 11.672 0.372 -3.540 -0.8 -0.3 -0.1
O 10.803 0.243 -1.545 0.3 -0.4 2.1
H 8.504 0.912 0.826 0.3 -0.4 0.2
H 9.355 2.083 -0.119 -0.2 -0.1 -0.8
H 10.354 1.031 0.695 -0.3 -0.5 0.8
H 9.329 -1.023 -0.958 0.6 -0.2 1.8
H 8.283 1.365 -1.793 -0.3 0.7 -1.4
H 7.735 -0.206 -2.233 0.4 -0.4 -0.4
C -6.890 -5.273 -5.605 -0.1 0.8 0.2
C -5.450 -5.627 -5.759 -0.6 2.9 0.3
C -4.831 -6.145 -4.471 1.4 0.8 -1.5
O -4.738 -7.493 -4.832 -0.3 -1.5 4.1
C -4.817 -7.653 -6.105 4.4 -6.2 -2.8
O -4.299 -8.653 -6.658 -2.3 2.6 1.3
O -5.230 -6.615 -6.706 -1.1 1.4 -2.1
H -7.394 -6.106 -5.114 -0.4 0.2 -0.1
H -7.408 -4.898 -6.488 0.2 -0.6 -0.3
H -6.836 -4.383 -4.979 -0.5 -0.1 0.6
H -4.845 -4.776 -6.071 -0.4 0.3 -0.2
H -5.242 -5.878 -3.497 -0.5 -0.6 -0.3
H -3.808 -5.771 -4.526 0.3 0.1 0.7
Cl 2.234 3.494 -6.178 1.1 -1.2 0.4
C 3.139 2.135 -5.301 -1.1 -0.1 0.9
C 3.201 0.782 -6.008 0.6 -0.2 -0.7
Cl 4.636 0.659 -7.049 1.0 0.3 -0.5
H 2.613 2.049 -4.350 -0.7 -0.3 -0.3
H 4.093 2.450 -4.878 0.3 0.3 -1.1
H 2.466 0.483 -6.756 -0.8 0.7 0.7
H 3.358 -0.082 -5.363 -0.4 0.5 0.6
Cl -0.242 -5.376 5.197 -0.9 0.1 0.6
C -1.399 -5.792 6.507 -0.4 -0.5 1.4
C -1.020 -5.323 7.919 0.5 -0.7 0.0
Cl 0.493 -6.239 8.312 -0.1 0.6 0.4
H -1.423 -6.877 6.599 0.4 0.0 -0.3
H -2.462 -5.578 6.389 0.2 0.8 -1.0
H -1.759 -5.659 8.646 -0.1 -0.4 -0.3
H -0.927 -4.265 8.162 0.5 0.0 -0.7
Cl -1.434 -1.198 -1.692 -0.1 -0.1 1.4
C -1.051 -1.559 0.071 1.7 0.2 0.0
C 0.240 -0.771 0.540 -0.9 0.2 0.5
Cl 1.771 -1.583 0.105 -0.3 0.1 -0.1
H -0.860 -2.631 0.121 0.5 0.1 -0.3
H -1.868 -1.492 0.789 -0.3 1.0 -0.6
H 0.264 -0.569 1.611 -0.2 -1.2 0.4
H 0.332 0.289 0.306 -0.4 -0.2 -1.4

***

# 5
45
Properties=species:S:1:pos:R:3:forces:R:3 method="wB97M-V/def2-TZVPD" charge=-1 homo_lumo_gap_ev=7.1 max_force_ev_per_a=2.0 e_above_lowest_ev=0.370
La -0.242 -0.460 0.304 -1.3 -0.4 -0.6
O 1.954 3.340 -0.118 0.0 -0.1 0.1
C 1.520 2.298 0.342 0.4 0.6 0.3
O 0.748 1.474 -0.275 0.1 0.3 -0.4
C 2.005 1.849 1.739 0.1 0.2 -0.1
C 2.811 0.526 1.658 0.2 0.1 0.0
C 3.856 0.511 2.774 0.0 -0.1 -0.1
C 2.942 0.384 4.015 0.0 0.0 0.0
C 1.563 0.177 3.369 -0.1 0.0 0.2
O 1.877 -0.467 2.118 0.0 0.0 -0.1
C 0.975 1.496 2.868 -0.2 0.0 0.1
C -0.489 1.304 2.407 0.1 0.7 0.3
O -1.133 2.259 2.003 0.1 0.1 0.2
O -0.906 0.080 2.390 -0.3 0.0 1.1
H 2.652 2.651 2.092 0.0 0.0 -0.1
H 3.165 0.254 0.665 0.0 0.0 0.0
H 4.478 1.405 2.776 0.0 0.0 0.0
H 4.498 -0.363 2.668 0.0 0.0 0.0
H 2.952 1.276 4.642 0.0 0.0 0.0
H 3.218 -0.468 4.635 0.0 0.0 0.0
H 0.866 -0.444 3.922 0.0 0.0 0.0
H 0.968 2.282 3.624 0.0 0.0 0.0
O 1.753 -3.705 0.256 -0.1 0.2 0.0
N 1.091 -2.703 0.287 0.0 -0.5 0.2
O 1.343 -1.796 -0.596 1.5 -1.0 -0.9
C -3.308 -2.845 0.925 0.0 0.0 -0.1
Si -2.857 -1.778 -0.620 -0.6 -0.3 -0.3
C -2.977 -3.061 -2.052 0.0 0.1 0.1
C -4.460 -0.735 -0.878 0.2 -0.1 0.0
C -4.430 0.658 -0.933 0.1 0.0 0.0
C -5.582 1.410 -1.120 0.0 0.1 0.0
C -6.808 0.779 -1.259 0.0 0.0 0.0
C -6.869 -0.607 -1.205 -0.1 0.0 0.0
C -5.711 -1.343 -1.015 0.0 -0.1 0.0
H -4.271 -3.348 0.799 0.0 0.0 0.0
H -3.365 -2.240 1.833 0.0 0.0 0.0
H -2.555 -3.621 1.095 0.0 0.0 0.0
H -3.862 -3.697 -1.964 -0.1 0.0 0.0
H -2.101 -3.714 -2.078 0.0 0.0 0.0
H -3.029 -2.551 -3.016 0.0 0.0 0.0
H -3.482 1.177 -0.819 0.0 0.0 0.0
H -5.519 2.492 -1.152 0.0 0.0 0.0
H -7.711 1.360 -1.404 0.0 0.0 0.0
H -7.823 -1.113 -1.309 0.0 0.0 0.0
H -5.783 -2.426 -0.975 0.0 0.0 0.0

***

# 6
49
Properties=species:S:1:pos:R:3:forces:R:3 method="wB97M-V/def2-TZVPD" homo_lumo_gap_ev=8.7 smiles="CCOc1ccc(OCC(=O)Nc2cc3c(cc2C(=O)O)OCCCO3)cc1" max_force_ev_per_a=0.6 e_above_lowest_ev=0.999
C 3.173 3.648 -2.259 -0.4 -0.1 0.1
C 1.865 3.682 -1.475 0.4 0.1 0.1
O 0.743 3.346 -2.270 -0.2 0.0 -0.1
C 0.538 2.047 -2.637 -0.2 -0.2 -0.3
C 1.232 0.948 -2.144 0.1 0.4 0.1
C 0.869 -0.330 -2.532 -0.3 -0.2 -0.3
C -0.185 -0.532 -3.410 0.2 0.2 0.0
O -0.524 -1.822 -3.784 0.2 0.2 -0.1
C -1.714 -2.337 -3.210 -0.1 -0.3 0.1
C -1.498 -2.594 -1.713 -0.2 0.2 -0.3
O -1.258 -3.690 -1.264 0.1 -0.3 0.1
N -1.551 -1.436 -0.993 -0.3 0.3 -0.1
C -1.076 -1.186 0.283 0.1 0.1 0.4
C -0.677 -2.204 1.137 0.1 -0.2 0.1
C -0.151 -1.947 2.400 -0.1 0.3 -0.2
C -0.016 -0.610 2.824 0.0 0.0 0.1
C -0.411 0.404 1.974 -0.1 -0.2 -0.1
C -0.943 0.155 0.710 0.2 -0.2 0.3
C -1.339 1.276 -0.144 -0.4 0.0 -0.5
O -2.034 1.185 -1.141 0.0 0.1 0.3
O -0.868 2.462 0.256 0.2 0.3 0.3
O 0.584 -0.244 4.016 0.2 -0.1 -0.4
C -0.095 -0.604 5.202 -0.3 -0.1 0.4
C -0.417 -2.105 5.277 0.2 0.2 -0.4
C 0.593 -2.909 4.461 0.1 0.0 0.6
O 0.192 -3.045 3.108 0.0 0.1 -0.4
C -0.865 0.568 -3.925 0.2 -0.3 0.0
C -0.501 1.841 -3.547 0.3 0.1 0.1
H 3.992 3.963 -1.618 0.1 0.0 0.1
H 3.110 4.321 -3.110 0.0 0.1 -0.1
H 3.378 2.646 -2.629 0.1 -0.1 0.0
H 1.660 4.704 -1.143 0.0 -0.2 0.0
H 1.918 3.037 -0.590 -0.1 0.1 0.0
H 2.042 1.063 -1.441 0.1 0.1 0.1
H 1.400 -1.185 -2.142 0.0 -0.1 0.0
H -2.562 -1.657 -3.369 0.1 0.0 0.0
H -1.892 -3.288 -3.716 -0.1 0.1 0.2
H -1.845 -0.583 -1.474 0.1 -0.3 0.1
H -0.756 -3.231 0.822 0.0 0.0 0.0
H -0.291 1.423 2.307 0.0 0.1 0.1
H -1.125 3.144 -0.387 -0.1 -0.3 -0.1
H -1.015 -0.011 5.308 0.1 0.0 0.0
H 0.597 -0.320 5.998 -0.1 0.0 0.0
H -0.403 -2.425 6.318 0.0 0.0 0.0
H -1.413 -2.303 4.875 0.0 -0.1 0.1
H 1.587 -2.450 4.519 -0.1 -0.1 0.0
H 0.655 -3.938 4.821 0.0 0.1 0.0
H -1.678 0.419 -4.619 -0.1 0.0 -0.1
H -1.026 2.702 -3.928 -0.1 0.1 0.0

***

# 7
58
Properties=species:S:1:pos:R:3:forces:R:3 method="wB97M-V/def2-TZVPD" s2=12.023 homo_lumo_gap_ev="7.0 / 3.3" spin_multiplicity=7 max_force_ev_per_a=5.5
Mn 0.136 3.741 1.115 -0.9 1.1 0.4
B -0.456 5.759 -0.063 -1.9 4.3 -2.8
F 0.560 5.898 0.804 2.7 0.5 3.4
F -0.731 6.945 -0.778 0.3 -1.1 0.5
F 0.049 4.772 -0.858 -0.3 -2.2 -1.7
F -1.557 5.370 0.647 -0.9 -1.2 0.5
B 0.525 1.632 0.083 0.3 -1.2 -2.2
F 0.595 1.681 1.416 0.8 -0.9 4.8
F 0.839 0.441 -0.466 -0.1 -0.7 -0.3
F -0.812 2.007 -0.092 -1.0 0.6 -1.4
F 1.415 2.642 -0.269 0.5 0.9 -1.1
B -2.095 3.093 3.661 -1.0 0.6 4.0
F -1.476 3.426 2.445 1.2 -0.6 -1.0
F -1.570 2.008 4.441 0.6 -0.2 -1.7
F -2.078 4.183 4.507 1.2 1.0 0.0
F -3.424 2.867 3.497 -1.5 -1.4 -1.7
C -1.229 0.010 -4.944 -0.6 -0.3 -1.7
C -0.700 -0.077 -3.715 -0.1 1.3 1.7
C 0.431 -0.789 -3.461 1.3 -0.5 -0.2
C 0.927 -1.600 -4.484 0.6 -0.7 2.2
C 0.336 -1.643 -5.711 0.9 -1.2 -0.4
C -0.671 -0.786 -5.940 -2.3 1.0 -0.9
N 1.994 -2.604 -4.119 0.5 -0.9 -2.4
O 2.852 -2.325 -3.329 -0.1 0.7 1.0
O 2.028 -3.655 -4.779 -0.8 1.2 0.7
H -2.080 0.654 -5.110 -0.1 -0.1 -0.3
H -1.124 0.511 -2.914 0.0 0.2 0.1
H 0.932 -0.571 -2.530 0.2 -0.8 0.1
H 0.586 -2.344 -6.494 0.4 -0.1 0.2
H -1.155 -0.869 -6.902 0.0 0.4 -0.2
C 4.852 -1.202 1.201 1.8 -0.9 3.5
C 5.600 -1.878 2.196 -0.6 -0.4 -0.3
C 5.048 -2.928 2.940 -1.7 0.5 -0.1
C 3.671 -3.235 2.748 0.2 1.0 -1.0
C 2.868 -2.476 1.825 0.8 -2.2 2.4
C 3.502 -1.464 1.206 0.2 2.4 -2.8
N 3.021 -4.252 3.585 -1.5 -2.1 1.2
O 1.787 -4.482 3.462 2.5 1.1 -0.3
O 3.698 -4.887 4.406 -0.4 1.3 -1.3
H 5.399 -0.345 0.839 -0.7 0.2 -0.8
H 6.570 -1.504 2.490 0.3 -0.2 -0.3
H 5.588 -3.359 3.770 0.0 -0.3 -0.1
H 1.813 -2.668 1.701 0.1 0.0 0.2
H 2.985 -0.725 0.612 -0.8 -0.4 -0.3
C -2.888 -0.183 2.577 1.3 -0.3 1.5
C -4.261 -0.287 2.339 0.2 0.5 2.4
C -4.668 -0.373 1.085 -3.4 0.3 -1.3
C -3.813 -0.391 0.006 -0.7 -0.5 -1.0
C -2.431 -0.325 0.223 0.3 -0.7 0.0
C -2.038 -0.212 1.532 2.8 0.8 -2.5
N -4.386 -0.587 -1.382 -0.1 -0.7 -2.3
O -3.603 -0.939 -2.320 -1.7 1.1 3.2
O -5.603 -0.450 -1.504 2.1 -0.1 0.5
H -2.402 -0.177 3.541 -0.5 0.3 0.4
H -4.877 -0.204 3.222 -0.6 -0.1 -0.3
H -5.741 -0.303 0.990 -0.1 -0.3 -0.8
H -1.758 -0.511 -0.601 0.2 0.4 0.0
H -0.980 -0.030 1.651 0.1 -0.4 0.5

***

# 8
6
Properties=species:S:1:pos:R:3:forces:R:3 method="wB97M-V/def2-TZVPD" homo_lumo_gap_ev=9.9 max_force_ev_per_a=3.8 e_above_lowest_ev=1.452
N -0.676 -0.186 0.960 -0.4 0.5 -0.5
O -0.043 0.869 -1.540 -2.5 -0.1 2.8
S -1.378 0.553 -0.139 1.3 0.7 -2.3
Cl -1.843 2.628 0.473 0.6 -1.1 -0.5
H 0.163 0.295 1.238 0.6 -0.1 0.8
H 0.705 0.906 -0.927 0.3 0.1 -0.3

***

What did the sixth record say?
49
Properties=species:S:1:pos:R:3:forces:R:3 method="wB97M-V/def2-TZVPD" homo_lumo_gap_ev=8.7 smiles="CCOc1ccc(OCC(=O)Nc2cc3c(cc2C(=O)O)OCCCO3)cc1" max_force_ev_per_a=0.6 e_above_lowest_ev=0.999
C 3.173 3.648 -2.259 -0.4 -0.1 0.1
C 1.865 3.682 -1.475 0.4 0.1 0.1
O 0.743 3.346 -2.270 -0.2 0.0 -0.1
C 0.538 2.047 -2.637 -0.2 -0.2 -0.3
C 1.232 0.948 -2.144 0.1 0.4 0.1
C 0.869 -0.330 -2.532 -0.3 -0.2 -0.3
C -0.185 -0.532 -3.410 0.2 0.2 0.0
O -0.524 -1.822 -3.784 0.2 0.2 -0.1
C -1.714 -2.337 -3.210 -0.1 -0.3 0.1
C -1.498 -2.594 -1.713 -0.2 0.2 -0.3
O -1.258 -3.690 -1.264 0.1 -0.3 0.1
N -1.551 -1.436 -0.993 -0.3 0.3 -0.1
C -1.076 -1.186 0.283 0.1 0.1 0.4
C -0.677 -2.204 1.137 0.1 -0.2 0.1
C -0.151 -1.947 2.400 -0.1 0.3 -0.2
C -0.016 -0.610 2.824 0.0 0.0 0.1
C -0.411 0.404 1.974 -0.1 -0.2 -0.1
C -0.943 0.155 0.710 0.2 -0.2 0.3
C -1.339 1.276 -0.144 -0.4 0.0 -0.5
O -2.034 1.185 -1.141 0.0 0.1 0.3
O -0.868 2.462 0.256 0.2 0.3 0.3
O 0.584 -0.244 4.016 0.2 -0.1 -0.4
C -0.095 -0.604 5.202 -0.3 -0.1 0.4
C -0.417 -2.105 5.277 0.2 0.2 -0.4
C 0.593 -2.909 4.461 0.1 0.0 0.6
O 0.192 -3.045 3.108 0.0 0.1 -0.4
C -0.865 0.568 -3.925 0.2 -0.3 0.0
C -0.501 1.841 -3.547 0.3 0.1 0.1
H 3.992 3.963 -1.618 0.1 0.0 0.1
H 3.110 4.321 -3.110 0.0 0.1 -0.1
H 3.378 2.646 -2.629 0.1 -0.1 0.0
H 1.660 4.704 -1.143 0.0 -0.2 0.0
H 1.918 3.037 -0.590 -0.1 0.1 0.0
H 2.042 1.063 -1.441 0.1 0.1 0.1
H 1.400 -1.185 -2.142 0.0 -0.1 0.0
H -2.562 -1.657 -3.369 0.1 0.0 0.0
H -1.892 -3.288 -3.716 -0.1 0.1 0.2
H -1.845 -0.583 -1.474 0.1 -0.3 0.1
H -0.756 -3.231 0.822 0.0 0.0 0.0
H -0.291 1.423 2.307 0.0 0.1 0.1
H -1.125 3.144 -0.387 -0.1 -0.3 -0.1
H -1.015 -0.011 5.308 0.1 0.0 0.0
H 0.597 -0.320 5.998 -0.1 0.0 0.0
H -0.403 -2.425 6.318 0.0 0.0 0.0
H -1.413 -2.303 4.875 0.0 -0.1 0.1
H 1.587 -2.450 4.519 -0.1 -0.1 0.0
H 0.655 -3.938 4.821 0.0 0.1 0.0
H -1.678 0.419 -4.619 -0.1 0.0 -0.1
H -1.026 2.702 -3.928 -0.1 0.1 0.0